{
  "formula": "C66H165N11",
  "method": "ωB97M-V/def2-TZVPD",
  "species": ["C", "C", "N", "C", "C", "C", "C", "H", "H", "H", "H", "H", "H", "H", "H", "H", "H", "H", "H", "H", "H", "H", "C", "C", "N", "C", "C", "C", "C", "H", "H", "H", "H", "H", "H", "H", "H", "H", "H", "H", "H", "H", "H", "H", "C", "C", "N", "C", "C", "C", "C", "H", "H", "H", "H", "H", "H", "H", "H", "H", "H", "H", "H", "H", "H", "H", "C", "C", "N", "C", "C", "C", "C", "H", "H", "H", "H", "H", "H", "H", "H", "H", "H", "H", "H", "H", "H", "H", "C", "C", "N", "C", "C", "C", "C", "H", "H", "H", "H", "H", "H", "H", "H", "H", "H", "H", "H", "H", "H", "H", "C", "C", "N", "C", "C", "C", "C", "H", "H", "H", "H", "H", "H", "H", "H", "H", "H", "H", "H", "H", "H", "H", "C", "C", "N", "C", "C", "C", "C", "H", "H", "H", "H", "H", "H", "H", "H", "H", "H", "H", "H", "H", "H", "H", "C", "C", "N", "C", "C", "C", "C", "H", "H", "H", "H", "H", "H", "H", "H", "H", "H", "H", "H", "H", "H", "H", "C", "C", "N", "C", "C", "C", "C", "H", "H", "H", "H", "H", "H", "H", "H", "H", "H", "H", "H", "H", "H", "H", "C", "C", "N", "C", "C", "C", "C", "H", "H", "H", "H", "H", "H", "H", "H", "H", "H", "H", "H", "H", "H", "H", "C", "C", "N", "C", "C", "C", "C", "H", "H", "H", "H", "H", "H", "H", "H", "H", "H", "H", "H", "H", "H", "H"],
  "positions_angstrom": [[9.952, 16.001, 9.684], [10.933, 16.599, 10.716], [12.123, 17.170, 10.153], [13.175, 17.244, 11.162], [13.904, 15.923, 11.401], [11.841, 18.488, 9.578], [12.839, 18.865, 8.503], [10.491, 15.362, 9.011], [9.392, 16.769, 9.115], [9.222, 15.392, 10.212], [10.383, 17.205, 11.400], [11.187, 15.726, 11.333], [13.881, 17.951, 10.772], [12.744, 17.531, 12.117], [14.518, 16.010, 12.319], [13.251, 15.117, 11.726], [14.432, 15.555, 10.535], [11.858, 19.283, 10.362], [10.883, 18.409, 9.117], [12.796, 18.077, 7.754], [13.885, 18.869, 8.822], [12.700, 19.880, 8.110], [21.772, 14.315, 14.289], [21.601, 12.816, 14.462], [22.848, 12.128, 14.650], [22.791, 10.711, 14.350], [22.056, 9.847, 15.375], [23.665, 12.531, 15.784], [22.968, 12.744, 17.127], [20.862, 14.847, 14.032], [22.393, 14.546, 13.442], [22.215, 14.803, 15.153], [20.879, 12.635, 15.260], [21.109, 12.417, 13.568], [22.316, 10.672, 13.376], [23.831, 10.362, 14.230], [22.113, 8.763, 15.148], [22.552, 9.848, 16.372], [21.023, 10.118, 15.543], [24.251, 13.427, 15.534], [24.431, 11.744, 15.832], [23.670, 13.037, 17.882], [22.539, 11.804, 17.482], [22.202, 13.484, 17.112], [18.186, 12.621, 16.197], [17.846, 11.543, 15.175], [18.212, 11.917, 13.839], [17.560, 13.084, 13.304], [18.259, 13.665, 12.090], [18.026, 10.768, 12.999], [19.092, 9.704, 13.179], [17.494, 13.441, 16.201], [19.100, 13.133, 15.972], [18.247, 12.142, 17.185], [18.446, 10.671, 15.423], [16.780, 11.216, 15.266], [16.525, 12.879, 13.026], [17.449, 13.865, 14.076], [18.372, 12.950, 11.272], [17.691, 14.472, 11.646], [19.244, 14.030, 12.369], [18.061, 11.160, 11.995], [17.014, 10.379, 13.184], [20.084, 10.145, 13.138], [19.100, 8.943, 12.393], [19.126, 9.148, 14.125], [23.029, 20.384, 12.567], [23.634, 18.936, 12.471], [23.774, 18.310, 13.774], [22.513, 18.025, 14.340], [22.574, 17.684, 15.827], [24.600, 17.106, 13.690], [26.070, 17.486, 13.735], [21.968, 20.256, 12.754], [23.063, 21.033, 11.654], [23.460, 20.919, 13.446], [22.996, 18.334, 11.808], [24.632, 19.047, 12.059], [21.973, 17.221, 13.782], [21.914, 18.918, 14.254], [23.095, 16.728, 16.029], [21.581, 17.593, 16.261], [23.090, 18.473, 16.361], [24.381, 16.384, 14.501], [24.360, 16.574, 12.745], [26.226, 18.396, 13.130], [26.376, 17.744, 14.759], [26.739, 16.737, 13.344], [15.638, 25.166, 11.560], [15.633, 23.935, 10.657], [15.260, 22.688, 11.309], [15.643, 21.528, 10.522], [15.660, 20.190, 11.309], [13.838, 22.694, 11.722], [12.819, 22.623, 10.588], [16.008, 25.972, 10.901], [16.297, 25.106, 12.450], [14.611, 25.435, 11.835], [14.970, 24.181, 9.816], [16.656, 23.838, 10.268], [15.029, 21.387, 9.628], [16.679, 21.658, 10.117], [14.677, 19.841, 11.659], [16.046, 19.455, 10.593], [16.308, 20.346, 12.163], [13.708, 23.601, 12.352], [13.748, 21.815, 12.347], [11.754, 22.574, 10.939], [12.873, 21.725, 9.963], [13.016, 23.462, 9.901], [16.921, 19.859, 19.243], [16.064, 18.654, 18.999], [16.627, 17.380, 19.461], [15.939, 16.207, 18.955], [16.647, 14.910, 19.333], [16.766, 17.378, 20.941], [15.421, 17.124, 21.656], [16.389, 20.740, 18.954], [17.872, 19.877, 18.696], [17.234, 20.072, 20.266], [15.098, 18.875, 19.419], [15.916, 18.565, 17.919], [14.925, 16.199, 19.264], [15.909, 16.371, 17.863], [17.732, 14.982, 19.169], [16.529, 14.569, 20.358], [16.328, 14.084, 18.724], [17.221, 18.332, 21.272], [17.480, 16.583, 21.229], [15.504, 17.444, 22.722], [15.165, 16.073, 21.635], [14.555, 17.610, 21.157], [20.860, 15.807, 19.124], [20.248, 16.729, 20.169], [21.167, 17.802, 20.685], [20.408, 18.722, 21.539], [21.289, 19.634, 22.391], [21.876, 18.495, 19.569], [21.015, 19.198, 18.561], [20.983, 16.362, 18.174], [20.230, 14.927, 19.077], [21.857, 15.488, 19.398], [19.385, 17.182, 19.765], [19.859, 16.181, 21.054], [19.658, 19.219, 20.951], [19.822, 18.117, 22.217], [22.022, 18.990, 22.839], [21.789, 20.434, 21.841], [20.656, 20.176, 23.145], [22.531, 17.777, 19.116], [22.532, 19.221, 20.052], [20.265, 19.911, 18.989], [20.457, 18.519, 17.893], [21.646, 19.830, 17.929], [21.289, 15.496, 10.602], [20.941, 16.501, 9.463], [19.642, 17.043, 9.533], [19.465, 18.422, 9.053], [19.778, 19.647, 9.958], [18.764, 16.146, 8.779], [17.296, 16.355, 9.074], [22.250, 15.019, 10.502], [20.558, 14.671, 10.560], [21.279, 15.980, 11.576], [21.644, 17.313, 9.578], [21.182, 16.078, 8.486], [18.401, 18.616, 8.882], [19.979, 18.631, 8.139], [19.072, 19.639, 10.802], [19.512, 20.480, 9.303], [20.770, 19.727, 10.348], [18.962, 16.174, 7.685], [18.956, 15.083, 9.038], [16.932, 17.337, 8.825], [16.716, 15.621, 8.552], [17.176, 16.230, 10.168], [15.240, 20.293, 15.747], [14.785, 21.567, 15.076], [14.940, 22.803, 15.878], [14.257, 23.997, 15.320], [12.739, 23.953, 15.244], [16.295, 23.211, 16.215], [17.199, 23.447, 15.033], [14.966, 19.478, 15.078], [14.731, 20.096, 16.695], [16.320, 20.188, 15.823], [15.233, 21.684, 14.064], [13.698, 21.394, 14.937], [14.530, 24.808, 16.016], [14.608, 24.345, 14.319], [12.437, 23.733, 16.275], [12.213, 24.850, 14.939], [12.388, 23.120, 14.622], [16.745, 22.497, 16.918], [16.159, 24.151, 16.774], [17.019, 22.801, 14.191], [18.267, 23.472, 15.351], [16.960, 24.414, 14.558], [21.840, 26.056, 10.947], [22.181, 24.864, 11.861], [20.951, 24.321, 12.431], [20.378, 23.387, 11.463], [19.056, 22.737, 11.901], [21.240, 23.716, 13.707], [21.450, 24.780, 14.772], [21.439, 26.868, 11.546], [21.108, 25.820, 10.166], [22.715, 26.415, 10.387], [22.671, 24.044, 11.321], [22.798, 25.129, 12.704], [20.209, 24.006, 10.566], [21.054, 22.561, 11.222], [18.448, 22.274, 11.140], [19.315, 21.934, 12.601], [18.528, 23.538, 12.453], [22.048, 22.969, 13.674], [20.398, 23.089, 14.007], [20.517, 25.336, 14.896], [22.251, 25.475, 14.484], [21.693, 24.249, 15.702], [19.798, 20.462, 15.621], [19.201, 19.668, 14.489], [19.317, 18.261, 14.684], [18.374, 17.761, 15.680], [18.642, 16.290, 16.117], [19.329, 17.508, 13.472], [17.982, 17.312, 12.755], [19.327, 20.189, 16.566], [19.657, 21.529, 15.536], [20.854, 20.321, 15.716], [18.176, 20.028, 14.277], [19.728, 19.935, 13.560], [18.452, 18.347, 16.589], [17.357, 17.792, 15.322], [18.091, 16.068, 17.022], [18.280, 15.578, 15.388], [19.687, 16.132, 16.394], [19.779, 16.515, 13.640], [19.987, 18.060, 12.773], [18.149, 16.714, 11.847], [17.523, 18.242, 12.422], [17.277, 16.797, 13.409]],
  "mulliken_charge": [-1.32, -0.53, 0.27, 0.32, -1.13, -0.36, -1.19, 0.33, 0.32, 0.42, 0.35, 0.37, -0.50, 0.25, 0.21, 0.43, 0.23, 0.25, 0.47, 0.40, 0.04, 0.37, 0.29, -0.72, 0.16, -0.62, -1.01, -0.74, -0.69, -0.57, 0.28, -0.24, 0.38, 0.28, 0.39, 0.41, 0.43, 0.35, 0.08, 0.26, 0.54, 0.50, 0.26, -0.12, -1.03, -0.89, 1.34, -0.56, -0.01, -0.79, -1.19, 0.40, 0.06, 0.44, 0.40, 0.32, 0.14, -0.10, 0.71, -0.18, -0.46, 0.37, 0.44, 0.09, 0.49, 0.31, -0.50, -0.69, 0.39, 1.66, -1.57, 0.28, -1.26, -0.53, 0.51, 0.43, 0.05, 0.67, -0.74, -0.61, 0.37, -0.40, 0.56, -0.05, 0.14, 0.27, 0.31, 0.43, -1.18, -0.72, 1.18, -1.64, 1.01, -0.28, -1.20, 0.48, 0.02, 0.32, 0.40, 0.49, 0.35, 0.41, -0.04, 0.19, -0.69, 0.20, 0.05, 0.39, 0.03, 0.28, -1.25, -0.80, 1.14, -0.85, -1.15, -0.38, -1.58, 0.49, -0.06, 0.47, 0.25, 0.21, 0.62, 0.37, -0.08, 0.36, 0.47, 0.49, 0.23, 0.43, 0.28, 0.26, -1.10, -0.55, 0.03, 0.08, -1.53, -1.92, 0.12, -0.29, 0.71, 0.44, 0.18, 0.65, -0.10, 0.52, 0.36, 0.28, 0.43, 0.33, 0.55, 0.67, -0.33, 0.53, -0.81, -1.35, 1.60, -1.37, -0.35, -0.95, -1.27, 0.66, 0.27, -0.07, 0.50, 0.30, 0.28, 0.31, -0.29, 0.54, 0.33, 0.31, 0.50, 0.47, 0.52, 0.12, -1.59, 0.74, 0.13, 0.09, -1.66, -1.23, 0.10, 0.50, 0.35, -0.02, -0.51, 0.49, 0.51, -0.07, 0.44, 0.38, 0.27, 0.01, 0.56, -0.30, 0.24, 0.51, -1.28, -0.34, 0.22, -0.74, 1.39, 1.57, -1.43, 0.30, 0.30, 0.41, 0.19, 0.49, 0.30, 0.23, -0.21, -1.30, 0.18, -0.31, -0.94, 0.36, 0.41, 0.37, 0.12, 1.30, 1.79, 0.24, 0.59, 1.10, 0.18, -0.83, -0.21, 0.07, -0.39, -0.99, -0.22, 0.13, -0.52, 0.01, -0.76, -1.21, 0.37, -1.05, -0.54, 0.42],
  "de_lowest_kcal_mol": 42.5,
  "orbital_gap_ev": 8.444,
  "energy_ev": -87505.567,
  "largest_force_ev_per_a": 2.704,
  "smiles": "CCN(CC)CC.CCN(CC)CC.CCN(CC)CC.CCN(CC)CC.CCN(CC)CC.CCN(CC)CC.CCN(CC)CC.CCN(CC)CC.CCN(CC)CC.CCN(CC)CC.CCN(CC)CC",
  "e_homo_ha": -0.2875,
  "lumo_ev": 0.6
}